Here is an isolated molecule of C3H5NO2 from OMol25. Energies are from ωB97M-V/def2-TZVPD.

Calculated values
**Charge**: 0
**HOMO energy**: -9.6 eV
**Energy above the lowest of the compared OMol25 structures with the same formula, charge and spin**: 313.8 kJ/mol
**Maximum force**: 1.3 eV Å⁻¹
**Total energy**: -8774.4423 eV
**Orbital gap**: 0.315 Eh

```
11
Properties=species:S:1:pos:R:3:forces:R:3
O -1.693237 2.103651 0.223248 0.4 -0.5 -0.6
C -0.994451 1.152802 -0.073031 0.1 -0.2 0.1
N -0.447238 0.331724 0.958890 0.0 0.2 0.1
C 0.642134 -0.416045 0.463074 0.2 0.1 -0.3
C 0.294836 -1.086451 -0.774563 -0.4 0.5 -0.2
O -0.610482 0.723474 -1.256631 0.4 -0.6 0.3
H -0.306159 0.826480 1.827495 -0.1 0.0 -0.1
H 1.321031 0.202869 -0.176411 0.6 0.6 0.9
H 1.282079 -0.907598 1.201242 -0.3 -0.3 -0.2
H -0.661774 -1.353308 -1.165708 -0.5 -0.6 0.5
H 1.173260 -1.577599 -1.227604 -0.5 0.8 -0.4
```
Forces are in eV/Å.

Charge distribution, Mulliken scheme, values in e: atom 1 (O): -0.60, atom 2 (C): 0.61, atom 3 (N): -0.34, atom 4 (C): -0.25, atom 5 (C): -0.41, atom 6 (O): -0.57, atom 7 (H): 0.28, atom 8 (H): 0.27, atom 9 (H): 0.47, atom 10 (H): 0.28, atom 11 (H): 0.26

***

Here is an isolated molecule of C2H2P2S2 from OMol25. Energies are from ωB97M-V/def2-TZVPD.

Calculated values
**Charge**: 0
**2S+1**: 3
**HOMO energy (spin up / spin down)**: -6.6 / -9.3 eV
**Energy above the lowest of the compared OMol25 structures with the same formula, charge and spin**: 79.0 kJ/mol
**Maximum force**: 2.9 eV Å⁻¹
**Total energy**: -42349.4257 eV
**Orbital gap (spin up / spin down)**: 0.207 / 0.237 Eh

```
8
Properties=species:S:1:pos:R:3:forces:R:3
C 0.073260 -0.404406 -0.504628 0.3 0.0 0.9
C -0.120996 0.322255 -1.784547 0.9 -1.8 1.7
P -0.613387 0.186981 1.144932 -0.1 -0.1 -1.1
P 0.916274 -0.027473 2.434366 0.4 -0.4 -1.1
S 0.077297 1.696660 -2.538765 0.3 2.6 -1.2
S -1.147715 -1.004940 -1.702369 -1.0 -1.2 0.1
H 0.945564 -1.058762 -0.296414 -0.3 0.4 -0.8
H -0.130298 0.289685 3.247425 -0.5 0.5 1.5
```
Forces are in eV/Å.

Charge distribution, Mulliken scheme, values in e: atom 1 (C): -0.19, atom 2 (C): 0.01, atom 3 (P): 0.12, atom 4 (P): -0.06, atom 5 (S): -0.16, atom 6 (S): -0.12, atom 7 (H): 0.35, atom 8 (H): 0.04

***

Here is a structure of composition C13H18Br5IN3O2S from OMol25. Energies are from ωB97M-V/def2-TZVPD.

Calculated values
**Charge**: +1
**HOMO energy**: -11.1 eV
**Maximum force**: 6.5 eV Å⁻¹
**Total energy**: -391469.7104 eV
**Orbital gap**: 0.244 Eh

```
43
Properties=species:S:1:pos:R:3:forces:R:3
C 0.661169 1.694162 3.268825 -0.9 1.3 -0.8
C -0.335492 1.438575 2.601627 -0.2 -1.1 -0.2
C -1.573117 1.130136 1.715884 2.1 1.7 1.7
I -2.562047 3.125486 1.841573 0.4 0.1 -0.6
N -2.725597 0.383151 2.315509 0.6 -1.8 -3.0
C -3.425363 -0.118429 1.167760 2.4 1.5 2.0
N -4.490485 -0.865273 1.365802 -0.2 0.0 -1.6
Br -5.195033 -1.313615 3.034279 0.4 0.3 -0.6
N -2.798178 0.321025 -0.030235 -0.8 0.6 -0.8
C -3.490034 1.156623 -0.979383 -4.4 -0.6 -0.2
C -4.879397 0.916592 -1.143311 1.7 0.7 0.2
C -1.316295 0.520696 0.249217 -1.9 -1.8 1.9
C -0.876248 -1.046198 0.161730 1.6 -0.3 -0.1
Br -0.444031 -1.864744 1.950729 -2.0 0.3 0.0
C 0.384585 -1.425677 -0.730426 -0.2 -3.0 0.5
C 0.160463 -2.963779 -1.176218 0.0 0.7 -0.7
Br 2.014032 -1.525615 0.459438 -1.1 -0.2 -1.9
S -0.400889 1.626182 -0.966131 -0.3 4.1 -5.0
C 1.418106 1.704907 -0.584630 0.0 -0.7 1.3
O -0.846774 3.034393 -0.940181 0.3 -1.9 2.0
O -0.659266 1.186714 -2.370491 0.7 -1.5 3.1
H 1.431119 2.338690 3.781217 -1.1 -1.5 -0.7
H -2.477359 -0.287025 3.056822 -0.2 0.2 -0.4
H -4.990170 -1.256740 0.550853 0.3 0.4 0.7
H -3.095298 2.015721 -1.583916 0.5 -0.6 1.9
H -5.311649 -0.087367 -1.406871 0.3 0.9 1.4
H -5.531361 1.833821 -0.982547 0.7 -1.2 -1.7
H -1.740371 -1.690725 -0.202521 1.1 1.3 0.4
H 0.572794 -0.884680 -1.689513 -0.2 0.1 1.3
H -0.637163 -2.955551 -1.979493 0.7 -0.1 0.9
H -0.159751 -3.621395 -0.320495 0.4 0.8 -0.9
H 1.100167 -3.376734 -1.667105 -1.2 0.6 0.8
H 1.822752 2.751172 -0.763628 -1.1 -1.2 -0.2
H 1.502100 1.511503 0.535783 0.0 0.0 -1.4
H 1.945326 0.916693 -1.188705 -0.6 0.9 0.7
Br 4.207373 0.307963 0.315415 1.8 1.0 0.1
C 5.877811 -0.585019 -0.150142 0.3 0.4 0.1
C 6.170100 -0.460016 -1.623456 0.1 -0.3 -0.1
Br 5.062709 -1.675757 -2.668499 -0.1 0.1 0.0
H 5.791029 -1.616425 0.186824 0.0 0.1 -0.1
H 6.644729 -0.078884 0.437491 0.0 -0.1 -0.1
H 7.197721 -0.756236 -1.836080 -0.1 0.0 0.1
H 5.997283 0.541679 -2.012807 0.0 -0.1 0.1
```
Forces are in eV/Å.

Charge distribution, Mulliken scheme, values in e: atom 1 (C): 0.11, atom 2 (C): -0.42, atom 3 (C): -1.26, atom 4 (I): 0.24, atom 5 (N): -0.16, atom 6 (C): 0.41, atom 7 (N): -0.31, atom 8 (Br): 0.13, atom 9 (N): 0.05, atom 10 (C): 0.21, atom 11 (C): -1.15, atom 12 (C): 1.27, atom 13 (C): -1.34, atom 14 (Br): -0.05, atom 15 (C): 0.15, atom 16 (C): -1.33, atom 17 (Br): 0.04, atom 18 (S): 1.46, atom 19 (C): -0.90, atom 20 (O): -0.60, atom 21 (O): -0.65, atom 22 (H): 0.39, atom 23 (H): 0.39, atom 24 (H): 0.32, atom 25 (H): 0.36, atom 26 (H): 0.37, atom 27 (H): 0.25, atom 28 (H): 0.50, atom 29 (H): 0.42, atom 30 (H): 0.41, atom 31 (H): 0.30, atom 32 (H): 0.40, atom 33 (H): 0.43, atom 34 (H): 0.17, atom 35 (H): 0.37, atom 36 (Br): -0.12, atom 37 (C): -0.57, atom 38 (C): -0.61, atom 39 (Br): -0.14, atom 40 (H): 0.37, atom 41 (H): 0.35, atom 42 (H): 0.37, atom 43 (H): 0.36

***

Here is an isolated molecule of C7H8O4 from OMol25. Energies are from ωB97M-V/def2-TZVPD.

Calculated values
**Charge**: 0
**SMILES**: O=C1C=C(CO)[C@@H](O)[C@H]2O[C@@H]12
**HOMO energy**: -9.8 eV
**Energy above the lowest of the compared OMol25 structures with the same formula, charge and spin**: 439.8 kJ/mol
**Maximum force**: 12.2 eV Å⁻¹
**Total energy**: -15574.0194 eV
**Orbital gap**: 0.351 Eh

```
19
Properties=species:S:1:pos:R:3:forces:R:3
O -2.725836 -1.097613 1.764775 3.8 0.2 -1.4
C -1.593133 -0.849729 1.246964 -3.1 -1.0 1.3
C -1.474289 0.329567 0.377789 3.2 -1.5 -0.4
C -0.322171 0.593547 -0.302011 -1.2 -0.5 -0.7
C -0.104822 1.890155 -1.039192 -1.5 1.1 1.9
O 0.066317 1.716767 -2.447501 -4.1 1.8 1.3
C 0.770428 -0.428076 -0.534795 -1.1 -1.8 1.0
O 1.991308 0.224617 -0.625523 2.4 0.8 0.1
C 0.771024 -1.454902 0.626324 -5.7 8.6 -2.2
O 0.753868 -0.978053 1.923259 1.1 1.7 2.2
C -0.321692 -1.695902 1.483887 -3.9 -0.8 0.0
H -2.363774 0.850214 0.293740 -1.4 1.6 0.0
H 0.827817 2.379761 -0.620913 -1.3 -0.3 -0.3
H -1.118354 2.476995 -0.603056 2.8 -0.7 -2.3
H 0.882715 1.354045 -2.596656 3.3 -1.3 -0.4
H 0.590155 -1.078386 -1.542096 0.5 1.8 2.2
H 2.438986 0.595417 0.200675 -1.7 -1.1 -1.3
H 1.381300 -2.101898 0.577067 8.1 -8.9 -1.4
H -0.449847 -2.726528 1.817261 -0.2 0.4 0.5
```
Forces are in eV/Å.

Charge distribution, Mulliken scheme, values in e: atom 1 (O): -0.61, atom 2 (C): 0.01, atom 3 (C): -0.53, atom 4 (C): 0.56, atom 5 (C): -0.54, atom 6 (O): -0.51, atom 7 (C): 0.35, atom 8 (O): -0.59, atom 9 (C): -1.26, atom 10 (O): -0.45, atom 11 (C): 0.28, atom 12 (H): 0.47, atom 13 (H): 0.25, atom 14 (H): 0.27, atom 15 (H): 0.31, atom 16 (H): 0.20, atom 17 (H): 0.38, atom 18 (H): 0.99, atom 19 (H): 0.42

***

Here is the ion C2H7N2O with charge +1 from OMol25. Energies are from ωB97M-V/def2-TZVPD.

Calculated values
**Charge**: +1
**2S+1**: 3
**HOMO energy (spin up / spin down)**: -11.4 / -16.6 eV
**Energy above the lowest of the compared OMol25 structures with the same formula, charge and spin**: 168.3 kJ/mol
**Maximum force**: 4.3 eV Å⁻¹
**Total energy**: -7201.5705 eV
**Orbital gap (spin up / spin down)**: 0.294 / 0.279 Eh

```
12
Properties=species:S:1:pos:R:3:forces:R:3
C -0.118424 0.037052 -0.082196 -3.7 -1.0 -0.8
C -1.548920 0.007528 -0.747156 2.6 0.1 -1.2
N -0.146586 -0.725011 1.059712 1.2 -0.2 0.6
N 1.134730 0.543608 -0.354297 2.3 0.8 1.1
O 2.238644 0.341569 0.581677 -4.2 0.8 0.0
H 1.284627 1.491673 -0.660685 -0.4 0.5 -0.6
H -1.810395 -1.114184 -0.995502 0.1 2.4 0.7
H -1.351209 0.554660 -1.680609 -0.8 -0.3 -0.1
H -2.225617 0.651790 -0.143909 0.1 -1.0 -0.3
H -0.925173 -1.258738 1.390923 -0.4 -0.1 0.1
H 0.622057 -0.476862 1.618783 1.0 -0.4 2.0
H 2.846265 -0.053083 0.013259 2.4 -1.4 -1.5
```
Forces are in eV/Å.

Charge distribution, Mulliken scheme, values in e: atom 1 (C): 0.25, atom 2 (C): -0.98, atom 3 (N): -0.15, atom 4 (N): 0.01, atom 5 (O): -0.37, atom 6 (H): 0.32, atom 7 (H): 0.34, atom 8 (H): 0.31, atom 9 (H): 0.35, atom 10 (H): 0.26, atom 11 (H): 0.27, atom 12 (H): 0.37

***

Here is a structure of composition H18KrO9 from OMol25. Energies are from ωB97M-V/def2-TZVPD.

Calculated values
**Charge**: 0
**HOMO energy**: -10.2 eV
**Energy above the lowest of the compared OMol25 structures with the same formula, charge and spin**: 109.6 kJ/mol
**Maximum force**: 1.0 eV Å⁻¹
**Total energy**: -93649.0535 eV
**Orbital gap**: 0.361 Eh

```
28
Properties=species:S:1:pos:R:3:forces:R:3
Kr 0.064058 0.073639 -0.636436 0.1 0.2 0.0
O -0.606354 4.143075 0.280479 0.0 0.0 -0.2
H -0.673021 4.903034 0.858624 0.0 0.2 0.1
H -0.292012 3.437918 0.846319 0.0 -0.3 0.2
O -2.952959 -0.432678 -2.004624 -0.2 0.1 0.2
H -2.611567 -0.966588 -1.287258 0.3 -0.4 0.4
H -3.872724 -0.687704 -2.076946 -0.3 0.0 -0.1
O -1.799555 1.215908 2.841860 0.3 0.1 0.1
H -1.941186 0.314623 2.552259 0.0 -0.2 -0.1
H -2.675841 1.600240 2.867508 -0.2 0.2 0.0
O -2.445201 0.788921 -4.259656 0.1 0.4 -0.9
H -2.437902 0.235571 -3.478638 0.0 -0.3 0.4
H -2.104383 1.631664 -3.959884 0.0 0.2 0.0
O 0.963436 -2.209212 1.762282 -0.3 -0.8 -0.4
H 1.379341 -1.362066 1.922253 0.2 0.5 0.3
H 0.134787 -2.163618 2.239239 0.0 -0.1 0.2
O 2.943774 -1.963581 -2.328339 -0.2 -0.5 -0.6
H 2.581101 -2.465279 -1.598282 -0.1 -0.1 0.2
H 3.242420 -1.145017 -1.932113 0.1 0.0 0.3
O 3.707855 0.162413 -0.922675 0.2 0.4 0.2
H 3.888759 0.484418 -0.039595 0.1 0.0 0.2
H 3.558220 0.953377 -1.440569 -0.1 0.3 -0.2
O -2.091400 -2.359166 0.124142 -0.5 0.1 -0.1
H -1.806274 -1.977448 0.954341 0.1 0.1 0.1
H -1.333756 -2.856298 -0.184187 0.3 -0.2 -0.1
O 2.082562 0.100960 2.759313 0.0 0.2 -0.2
H 2.941356 0.365985 2.429961 0.2 0.1 -0.1
H 2.156465 0.176911 3.710624 -0.1 0.0 0.3
```
Forces are in eV/Å.

Charge distribution, Mulliken scheme, values in e: atom 1 (Kr): 0.01, atom 2 (O): -0.62, atom 3 (H): 0.31, atom 4 (H): 0.31, atom 5 (O): -0.64, atom 6 (H): 0.33, atom 7 (H): 0.28, atom 8 (O): -0.59, atom 9 (H): 0.29, atom 10 (H): 0.31, atom 11 (O): -0.65, atom 12 (H): 0.40, atom 13 (H): 0.29, atom 14 (O): -0.58, atom 15 (H): 0.37, atom 16 (H): 0.25, atom 17 (O): -0.64, atom 18 (H): 0.29, atom 19 (H): 0.40, atom 20 (O): -0.65, atom 21 (H): 0.27, atom 22 (H): 0.31, atom 23 (O): -0.61, atom 24 (H): 0.25, atom 25 (H): 0.33, atom 26 (O): -0.60, atom 27 (H): 0.27, atom 28 (H): 0.30

***

Here is a structure of composition C3H5NO2 from OMol25. Energies are from ωB97M-V/def2-TZVPD.

Calculated values
**Charge**: 0
**HOMO energy**: -10.0 eV
**Energy above the lowest of the compared OMol25 structures with the same formula, charge and spin**: 396.4 kJ/mol
**Maximum force**: 0.8 eV Å⁻¹
**Total energy**: -8773.5863 eV
**Orbital gap**: 0.401 Eh

```
11
Properties=species:S:1:pos:R:3:forces:R:3
O -1.821594 1.524994 0.228775 -0.2 0.2 0.1
N -1.543165 0.267068 -0.296835 0.6 -0.4 0.0
C -0.343004 -0.065742 -0.097422 -0.4 0.0 0.0
C 0.500539 -1.240783 -0.517685 -0.2 -0.4 0.0
O 1.632258 -0.351057 -0.557193 0.3 -0.1 0.1
C 0.971881 0.451440 0.439795 0.0 0.3 0.4
H -2.749060 1.653013 -0.011207 0.2 0.0 0.1
H 0.338481 -1.802034 -1.440175 -0.1 0.1 0.2
H 0.626970 -1.863387 0.394880 -0.2 -0.3 -0.7
H 1.112915 -0.073615 1.411389 0.1 0.8 -0.1
H 1.273779 1.500103 0.445678 -0.2 -0.2 0.0
```
Forces are in eV/Å.

Charge distribution, Mulliken scheme, values in e: atom 1 (O): -0.38, atom 2 (N): -0.53, atom 3 (C): 0.42, atom 4 (C): -0.26, atom 5 (O): -0.38, atom 6 (C): -0.24, atom 7 (H): 0.37, atom 8 (H): 0.31, atom 9 (H): 0.19, atom 10 (H): 0.20, atom 11 (H): 0.31

***

Repeat the first record exactly.
Here is an isolated molecule of C3H5NO2 from OMol25. Energies are from ωB97M-V/def2-TZVPD.

Calculated values
**Charge**: 0
**HOMO energy**: -9.6 eV
**Energy above the lowest of the compared OMol25 structures with the same formula, charge and spin**: 313.8 kJ/mol
**Maximum force**: 1.3 eV Å⁻¹
**Total energy**: -8774.4423 eV
**Orbital gap**: 0.315 Eh

```
11
Properties=species:S:1:pos:R:3:forces:R:3
O -1.693237 2.103651 0.223248 0.4 -0.5 -0.6
C -0.994451 1.152802 -0.073031 0.1 -0.2 0.1
N -0.447238 0.331724 0.958890 0.0 0.2 0.1
C 0.642134 -0.416045 0.463074 0.2 0.1 -0.3
C 0.294836 -1.086451 -0.774563 -0.4 0.5 -0.2
O -0.610482 0.723474 -1.256631 0.4 -0.6 0.3
H -0.306159 0.826480 1.827495 -0.1 0.0 -0.1
H 1.321031 0.202869 -0.176411 0.6 0.6 0.9
H 1.282079 -0.907598 1.201242 -0.3 -0.3 -0.2
H -0.661774 -1.353308 -1.165708 -0.5 -0.6 0.5
H 1.173260 -1.577599 -1.227604 -0.5 0.8 -0.4
```
Forces are in eV/Å.

Charge distribution, Mulliken scheme, values in e: atom 1 (O): -0.60, atom 2 (C): 0.61, atom 3 (N): -0.34, atom 4 (C): -0.25, atom 5 (C): -0.41, atom 6 (O): -0.57, atom 7 (H): 0.28, atom 8 (H): 0.27, atom 9 (H): 0.47, atom 10 (H): 0.28, atom 11 (H): 0.26